Entry 1:
# C52H51BrDyN3O5S2Si

A molecular structure, C52H51BrDyN3O5S2Si in a non-equilibrium geometry (wB97M-V/def2-TZVPD, the Open Molecules 2025 dataset).

CARTESIAN COORDINATES (ANGSTROEM)
Dy: 0.06 0.33 -0.21
C: -2.79 -0.04 -3.53
C: -2.49 0.97 -2.47
O: -2.04 0.61 -1.38
N: -2.72 2.26 -2.75
C: -2.13 3.32 -1.93
C: -0.76 3.70 -2.45
C: -0.37 5.03 -2.53
C: 0.90 5.33 -2.99
C: 1.74 4.29 -3.36
C: 1.26 2.99 -3.24
N: 0.04 2.69 -2.80
H: -3.56 -0.73 -3.17
H: -1.88 -0.63 -3.69
H: -3.11 0.41 -4.47
H: -2.91 2.49 -3.71
H: -2.05 2.93 -0.92
H: -2.79 4.18 -1.91
H: -1.06 5.81 -2.23
H: 1.24 6.36 -3.05
H: 2.75 4.47 -3.71
H: 1.90 2.15 -3.51
O: 2.75 -2.29 1.74
C: 2.34 -1.37 1.06
O: 1.31 -0.62 1.31
C: 3.05 -1.07 -0.25
C: 4.28 -1.66 -0.49
C: 4.91 -1.43 -1.70
C: 4.27 -0.65 -2.64
C: 3.03 -0.12 -2.33
N: 2.43 -0.30 -1.15
H: 4.71 -2.29 0.28
H: 5.88 -1.86 -1.91
H: 4.70 -0.46 -3.62
H: 2.48 0.47 -3.06
C: -5.15 5.61 5.19
C: -4.43 4.48 4.49
C: -4.97 3.20 4.46
C: -4.31 2.16 3.83
C: -3.08 2.40 3.23
C: -2.53 3.67 3.22
C: -3.21 4.70 3.85
S: -2.28 1.03 2.41
O: -1.54 1.66 1.25
C: -0.99 0.77 3.64
C: 0.13 1.63 3.60
C: 1.16 1.44 4.47
C: 1.12 0.39 5.43
C: 2.19 0.18 6.33
C: 2.14 -0.85 7.23
C: 1.02 -1.71 7.27
C: -0.02 -1.53 6.41
C: 0.00 -0.47 5.46
C: -1.06 -0.28 4.53
C: -2.18 -1.27 4.46
C: -3.27 -1.19 5.37
C: -3.29 -0.23 6.42
C: -4.36 -0.15 7.26
C: -5.47 -1.01 7.09
C: -5.47 -1.95 6.10
C: -4.37 -2.06 5.21
C: -4.35 -3.02 4.17
C: -3.29 -3.11 3.31
C: -2.20 -2.22 3.46
S: -0.80 -2.11 2.30
O: -1.31 -1.11 1.26
C: -0.93 -3.71 1.54
C: -1.84 -3.94 0.52
C: -1.93 -5.22 -0.02
C: -1.12 -6.26 0.44
C: -1.23 -7.63 -0.16
C: -0.20 -5.99 1.46
C: -0.10 -4.71 2.00
H: -6.23 5.44 5.21
H: -4.95 6.57 4.71
H: -4.81 5.69 6.23
H: -5.93 3.01 4.94
H: -4.75 1.16 3.80
H: -1.59 3.85 2.71
H: -2.78 5.70 3.85
H: 0.18 2.40 2.83
H: 2.03 2.08 4.42
H: 3.04 0.84 6.29
H: 2.97 -1.00 7.92
H: 1.00 -2.52 7.99
H: -0.87 -2.21 6.43
H: -2.44 0.44 6.54
H: -4.37 0.59 8.05
H: -6.32 -0.93 7.76
H: -6.32 -2.62 5.97
H: -5.19 -3.70 4.06
H: -3.28 -3.87 2.54
H: -2.45 -3.13 0.15
H: -2.63 -5.40 -0.83
H: -1.21 -7.58 -1.25
H: -2.18 -8.10 0.13
H: -0.42 -8.28 0.17
H: 0.46 -6.77 1.80
H: 0.65 -4.50 2.77
Br: 1.39 2.64 0.38
C: 1.08 -4.48 -2.24
Si: 0.21 -2.95 -2.88
C: -1.36 -3.48 -3.80
C: 1.34 -2.33 -4.26
C: -0.20 -1.80 -1.51
H: 1.42 -5.15 -3.04
H: 0.44 -5.05 -1.55
H: 1.97 -4.16 -1.66
H: -1.21 -4.47 -4.26
H: -1.60 -2.78 -4.61
H: -2.23 -3.54 -3.13
H: 1.27 -3.00 -5.12
H: 2.39 -2.32 -3.93
H: 1.08 -1.31 -4.59
H: 0.23 -2.30 -0.63
H: -1.28 -1.88 -1.38

Output
LUMO level (spin up / spin down) ... 0.01 / 0.01 eV
Charge ... 0
Expectation value of S² ... 9.33
Multiplicity ... 6
E ... -193140.233 eV

---

Entry 2:
# C17H28BrNO4P

3 unconnected molecules or ions with the total composition C17H28BrNO4P in a non-equilibrium geometry (wB97M-V/def2-TZVPD, the Open Molecules 2025 dataset).

CARTESIAN COORDINATES (ANGSTROEM)
O: -2.72 -1.44 2.08
C: -2.31 -2.60 2.66
C: -1.43 -2.58 3.73
C: -0.99 -3.78 4.27
C: -1.42 -4.99 3.74
C: -2.30 -5.02 2.66
C: -2.73 -3.82 2.11
C: -3.65 -3.82 0.91
N: -2.88 -4.05 -0.32
C: -3.13 -3.04 -1.36
C: -2.21 -1.80 -1.31
C: -2.96 -0.51 -0.99
C: -2.00 0.63 -0.59
P: -2.63 1.45 0.79
O: -1.37 1.42 1.89
Br: -2.77 3.77 0.31
H: -3.34 -0.95 2.63
H: -1.09 -1.63 4.11
H: -0.29 -3.78 5.09
H: -1.06 -5.92 4.18
H: -2.64 -5.96 2.26
H: -4.38 -4.63 1.06
H: -4.20 -2.89 0.88
H: -1.90 -4.01 -0.07
H: -2.95 -3.53 -2.32
H: -4.17 -2.74 -1.38
H: -1.78 -1.67 -2.31
H: -1.36 -1.96 -0.64
H: -3.70 -0.74 -0.22
H: -3.47 -0.22 -1.91
H: -1.01 0.26 -0.32
H: -0.64 0.93 1.48
C: 3.23 1.66 -0.62
C: 1.95 1.11 -1.19
O: 0.91 1.13 -0.59
C: 2.02 0.53 -2.59
H: 3.03 2.05 0.38
H: 3.99 0.88 -0.55
H: 3.60 2.48 -1.25
H: 2.73 -0.31 -2.61
H: 2.35 1.29 -3.30
H: 1.04 0.17 -2.88
C: 3.83 6.24 -1.87
C: 4.96 5.25 -1.82
O: 4.76 4.06 -1.89
C: 6.36 5.80 -1.70
H: 2.88 5.71 -1.96
H: 3.82 6.83 -0.95
H: 3.95 6.91 -2.72
H: 6.45 6.38 -0.77
H: 6.58 6.45 -2.55
H: 7.07 4.98 -1.68

Output
LUMO level ... 2.24 eV
Charge ... -1
E ... -107094.583 eV

---

Entry 3:
# C3HF2NO

A molecular structure, C3HF2NO in a non-equilibrium geometry (wB97M-V/def2-TZVPD, the Open Molecules 2025 dataset).

CARTESIAN COORDINATES (ANGSTROEM)
C: -2.01 -0.11 -0.21
C: -0.52 0.38 -0.02
C: 1.30 -0.28 0.16
N: -3.12 -0.27 -0.42
O: -0.46 1.57 0.02
F: 1.32 -1.08 -0.82
F: 1.64 -0.91 1.29
H: 1.85 0.71 0.01

Output
LUMO level ... -0.38 eV
Charge ... 0
E ... -12096.365 eV

---

Entry 4:
# C5H9N3

A single C5H9N3 molecule in a non-equilibrium geometry (wB97M-V/def2-TZVPD, the Open Molecules 2025 dataset).

CARTESIAN COORDINATES (ANGSTROEM)
C: 0.20 -1.31 -0.17
C: -1.09 -0.76 -0.76
C: -1.12 0.42 0.26
C: -0.29 2.18 1.00
C: 0.51 0.23 0.19
H: 1.56 -2.80 -1.05
H: 1.85 -1.15 -1.24
H: 0.04 -1.89 0.76
H: -1.98 -1.37 -0.69
H: -1.09 -0.46 -1.79
H: -1.51 0.10 1.24
H: -0.21 3.24 1.20
H: 1.78 1.63 1.42
H: 0.77 0.67 -0.78
N: 1.10 -1.85 -1.21
N: -1.36 1.88 0.39
N: 0.84 1.24 1.24

Output
LUMO level ... 0.92 eV
Charge ... 0
E ... -9797.690 eV
SMILES ... N[C@@H]1C[C@@H]2N=CN[C@@H]12

---

Entry 5:
# C6H6N2O2

A single C6H6N2O2 molecule in a non-equilibrium geometry (wB97M-V/def2-TZVPD, the Open Molecules 2025 dataset).

CARTESIAN COORDINATES (ANGSTROEM)
C: 1.04 0.82 0.78
C: 2.06 -0.14 0.44
C: 0.56 -1.47 -0.61
C: -0.48 -0.68 -0.55
C: -0.33 0.61 0.16
C: -1.92 -0.99 -1.08
H: 0.43 2.60 1.37
H: 1.78 1.63 2.82
H: 3.06 0.18 0.60
H: 0.43 -2.37 -1.34
H: -1.03 1.45 0.02
H: -3.78 0.00 -1.59
N: 1.35 1.78 1.67
N: 1.89 -1.34 -0.14
O: -2.87 -0.07 -0.90
O: -2.18 -1.99 -1.66

Output
LUMO level ... 0.16 eV
Charge ... 0
E ... -13390.371 eV
SMILES ... Nc1cncc(C(=O)O)c1

---

Entry 6:
# C27H30AsCrN4O5

A molecular structure, C27H30AsCrN4O5 (wB97M-V/def2-TZVPD, the Open Molecules 2025 dataset).

CARTESIAN COORDINATES (ANGSTROEM)
Cr: 0.05 -0.64 -0.06
C: -2.50 2.01 2.09
C: -1.54 0.95 1.68
N: -0.83 1.02 0.55
N: -0.93 2.07 -0.34
C: -0.32 1.72 -1.43
O: 0.27 0.57 -1.62
C: -0.24 2.69 -2.56
C: 0.58 2.37 -3.64
C: 0.72 3.26 -4.70
C: 0.03 4.46 -4.69
C: -0.80 4.77 -3.62
C: -0.94 3.89 -2.56
C: -1.34 -0.25 2.41
C: -2.01 -0.57 3.62
C: -1.74 -1.74 4.25
C: -0.79 -2.64 3.71
C: -0.19 -2.30 2.53
N: -0.44 -1.16 1.87
H: -2.38 2.88 1.46
H: -2.35 2.30 3.14
H: -3.53 1.65 2.00
H: 1.10 1.42 -3.63
H: 1.36 3.00 -5.54
H: 0.13 5.15 -5.52
H: -1.36 5.70 -3.62
H: -1.58 4.12 -1.72
H: -2.75 0.12 4.01
H: -2.27 -1.99 5.16
H: -0.55 -3.57 4.19
H: 0.52 -2.97 2.06
O: -6.19 -3.53 -0.31
C: -5.15 -4.12 -0.64
O: -4.95 -5.30 -0.99
C: -3.89 -3.23 -0.68
C: -4.02 -1.84 -0.77
C: -2.89 -1.05 -0.76
N: -1.66 -1.58 -0.66
C: -1.53 -2.92 -0.61
C: -2.61 -3.76 -0.63
C: -0.09 -3.39 -0.51
O: 0.18 -4.57 -0.48
O: 0.80 -2.41 -0.47
H: -5.01 -1.41 -0.82
H: -2.93 0.03 -0.83
H: -2.47 -4.83 -0.60
C: 3.21 2.43 -0.70
C: 3.15 1.71 0.65
As: 2.43 -0.09 0.55
C: 3.04 -0.77 2.26
C: 2.41 -0.03 3.44
C: 3.68 -0.98 -0.65
C: 3.26 -0.96 -2.12
H: 3.56 3.46 -0.57
H: 2.24 2.47 -1.18
H: 3.90 1.94 -1.39
H: 2.52 2.27 1.34
H: 4.14 1.62 1.10
H: 4.13 -0.69 2.28
H: 2.78 -1.83 2.28
H: 2.75 1.01 3.49
H: 2.67 -0.51 4.39
H: 1.32 -0.02 3.37
H: 3.73 -2.01 -0.29
H: 4.66 -0.51 -0.49
H: 2.29 -1.43 -2.25
H: 3.99 -1.50 -2.72
H: 3.19 0.06 -2.51

Output
LUMO level (spin up / spin down) ... 2.32 / 1.80 eV
Charge ... -1
Expectation value of S² ... 6.04
Multiplicity ... 5
E ... -133949.026 eV

---

Entry 7:
# C14H19BCl3F5OPS

2 unconnected molecules or ions with the total composition C14H19BCl3F5OPS (wB97M-V/def2-TZVPD, the Open Molecules 2025 dataset).

CARTESIAN COORDINATES (ANGSTROEM)
C: 0.66 3.88 1.96
C: -0.26 2.69 1.90
C: -1.09 2.38 2.98
C: -1.92 1.26 2.91
C: -1.91 0.46 1.77
C: -1.09 0.75 0.67
C: -1.16 -0.17 -0.53
B: -0.02 -0.14 -1.70
C: 1.55 -0.09 -1.22
C: 1.92 -0.75 0.12
C: 3.02 -1.83 0.01
O: 2.32 0.25 1.08
P: -0.19 -1.90 -2.62
S: 0.18 -3.51 -1.51
C: -0.25 1.05 -2.82
F: 0.88 1.21 -3.62
F: -0.44 2.29 -2.23
C: -1.41 0.92 -3.84
F: -2.53 0.41 -3.27
F: -1.76 2.11 -4.38
F: -1.07 0.10 -4.87
C: -0.28 1.88 0.77
H: 1.71 3.58 2.02
H: 0.42 4.52 2.81
H: 0.55 4.49 1.06
H: -1.08 3.00 3.87
H: -2.56 1.00 3.74
H: -2.55 -0.41 1.74
H: -2.16 -0.05 -0.95
H: -1.16 -1.19 -0.12
H: 2.15 -0.56 -2.01
H: 1.92 0.94 -1.18
H: 1.05 -1.23 0.57
H: 3.81 -1.64 0.74
H: 3.45 -1.88 -0.99
H: 2.60 -2.82 0.21
H: 3.24 0.45 0.90
H: 0.69 -1.87 -3.72
H: -1.44 -2.04 -3.25
H: 0.38 2.13 -0.05
C: -1.30 -4.01 2.67
Cl: 0.19 -4.83 2.20
Cl: -0.94 -2.57 3.63
Cl: -2.26 -3.59 1.26
H: -1.87 -4.69 3.28

Output
LUMO level ... 2.60 eV
Charge ... -1
E ... -88832.607 eV

---

Entry 8:
# C15H19Br2NO3

A single C15H19Br2NO3 molecule (wB97M-V/def2-TZVPD, the Open Molecules 2025 dataset).

CARTESIAN COORDINATES (ANGSTROEM)
C: -5.46 -0.64 -0.37
C: -5.13 0.68 0.32
C: -3.78 1.27 -0.12
H: -3.65 2.24 0.36
H: -3.81 1.43 -1.20
C: -2.56 0.39 0.21
C: -1.39 1.04 -0.48
O: -1.03 0.81 -1.60
O: -0.79 1.98 0.29
C: 0.25 2.71 -0.33
C: 1.50 1.89 -0.61
O: 2.28 2.16 -1.49
N: 1.67 0.86 0.27
C: 2.68 -0.10 0.13
C: 4.03 0.25 0.07
C: 5.01 -0.70 -0.15
C: 4.69 -2.04 -0.29
C: 3.35 -2.42 -0.18
C: 2.38 -1.46 0.02
Br: 0.56 -2.01 0.17
H: 3.07 -3.45 -0.26
C: 5.75 -3.06 -0.56
H: 6.69 -2.77 -0.11
H: 5.90 -3.16 -1.63
H: 5.46 -4.03 -0.17
H: 6.04 -0.39 -0.19
Br: 4.56 2.04 0.42
H: 0.88 0.61 0.86
H: -0.09 3.13 -1.29
H: 0.50 3.52 0.36
C: -2.34 0.23 1.71
H: -2.22 1.20 2.18
H: -1.46 -0.38 1.90
H: -3.19 -0.28 2.16
H: -2.69 -0.59 -0.26
H: -5.90 1.41 0.08
H: -5.14 0.54 1.40
H: -5.38 -0.54 -1.45
H: -4.78 -1.43 -0.05
H: -6.47 -0.95 -0.12

Output
LUMO level ... 0.56 eV
Charge ... 0
E ... -163582.107 eV
SMILES ... CCC[C@H](C)C(=O)OCC(=O)Nc1c(Br)cc(C)cc1Br

---

Entry 9:
# C5H28BF4N10O9

10 unconnected molecules or ions with the total composition C5H28BF4N10O9 in a non-equilibrium geometry (wB97M-V/def2-TZVPD, the Open Molecules 2025 dataset).

CARTESIAN COORDINATES (ANGSTROEM)
B: 10.47 16.02 -23.25
F: 11.19 16.92 -24.03
F: 11.10 15.71 -22.08
F: 9.35 16.76 -22.84
F: 10.20 14.88 -23.91
O: 8.73 11.83 -20.57
H: 8.15 12.12 -19.87
H: 8.90 12.62 -21.09
O: 13.02 11.09 -22.50
H: 13.86 11.42 -22.18
H: 13.00 11.35 -23.42
O: 8.23 17.05 -18.88
H: 8.85 16.95 -19.59
H: 8.35 17.95 -18.57
O: 12.45 19.33 -20.41
H: 13.33 18.97 -20.42
H: 12.01 18.90 -21.15
C: 3.72 14.12 -24.14
O: 2.55 14.13 -24.46
N: 4.64 13.24 -24.53
N: 4.17 14.90 -23.28
H: 4.37 12.45 -25.09
H: 5.58 13.45 -24.23
H: 5.12 15.22 -23.16
H: 3.45 15.26 -22.66
C: 12.39 15.54 -29.93
O: 12.83 14.62 -29.24
N: 12.06 16.74 -29.39
N: 12.12 15.61 -31.19
H: 11.50 17.37 -29.96
H: 12.15 16.79 -28.39
H: 11.91 16.45 -31.71
H: 12.37 14.88 -31.85
C: 13.68 13.08 -17.59
O: 13.09 12.12 -18.03
N: 13.53 14.36 -17.93
N: 14.48 12.98 -16.58
H: 13.05 14.54 -18.80
H: 14.24 14.94 -17.50
H: 14.57 12.04 -16.21
H: 15.22 13.54 -16.18
C: 16.74 13.16 -24.68
O: 16.88 12.92 -23.46
N: 15.74 13.85 -25.05
N: 17.62 12.77 -25.56
H: 14.91 14.06 -24.50
H: 15.50 13.89 -26.03
H: 18.42 12.45 -25.03
H: 17.51 12.86 -26.56
C: 6.35 19.25 -26.94
O: 5.43 19.47 -27.69
N: 6.81 20.10 -26.02
N: 7.07 18.17 -26.99
H: 6.39 21.00 -25.80
H: 7.56 19.79 -25.42
H: 7.92 18.08 -26.46
H: 6.78 17.40 -27.58

Output
LUMO level ... 1.96 eV
Charge ... -1
E ... -50525.184 eV

---

> Which of these has the highest E?

C5H9N3